Entry 1:
This record from OMol25 describes an isolated molecule of C2H8N2O2S. The level of theory is ωB97M-V/def2-TZVPD.

Cartesian coordinates (Å):
C -1.36892 1.58658 0.21658
S -1.01535 -0.16986 -0.04260
O -1.80976 -0.96516 0.86093
O -1.12284 -0.47638 -1.44527
C 0.73159 -0.45732 0.42797
N 1.59469 0.58947 -0.61562
N 1.10864 -1.78692 0.18745
H -0.94953 2.12563 -0.61956
H -2.44413 1.70639 0.26982
H -0.90303 1.88060 1.14603
H 0.94209 -0.10616 1.43025
H 1.16323 0.40361 -1.51680
H 2.53035 0.19756 -0.63962
H 0.63188 -2.13927 -0.63898
H 0.91109 -2.38877 0.97942

Summary:
**Highest occupied orbital energy**: -9.72 eV
**Kohn-Sham gap**: 10.54 eV

---

Entry 2:
This record from OMol25 describes a cluster of 2 separate species, C2H8N2O3 in total. The level of theory is ωB97M-V/def2-TZVPD.

Cartesian coordinates (Å):
C 0.58569 0.07383 0.26815
C -0.54290 0.95656 -0.02829
N 1.21938 -0.50567 -0.87758
N 1.11506 1.45971 0.50782
O -1.84494 -0.72197 0.28468
O -1.56816 -1.61927 -0.84798
O 0.39088 -0.69369 1.37455
H -2.46147 -1.88765 -1.09317
H -0.61125 -0.98408 1.16617
H 1.97971 -1.09598 -0.55374
H 0.53108 -1.11165 -1.32068
H 1.86449 1.74590 -0.10833
H 1.18244 1.73714 1.47817
H -0.71066 1.30499 -1.03757
H -1.12935 1.34184 0.78781

Summary:
**Highest occupied orbital energy**: -8.23 eV
**Kohn-Sham gap**: 8.89 eV

---

Entry 3:
This record from OMol25 describes a cluster of 2 separate species, C2H8N2O3S in total. The level of theory is ωB97M-V/def2-TZVPD.

Cartesian coordinates (Å):
C 0.96520 1.75728 0.63962
C -1.90535 0.37233 -1.75652
N 1.70419 -1.25822 0.40070
N -0.76131 -0.06584 0.20993
O -0.39144 -2.46697 0.79234
O 0.30658 -0.55978 2.31109
O -0.79229 -0.35008 -1.09111
S 0.08696 -1.13273 1.04022
H 0.07866 2.25877 0.99846
H 1.81659 1.27686 1.36437
H 1.39323 1.80484 -0.33121
H -1.70747 1.43990 -1.62016
H -2.90833 0.19713 -1.21428
H -2.00327 0.10204 -2.78794
H 2.32182 -1.27983 1.22182
H 1.79620 -2.09571 -0.17732

Summary:
**Highest occupied orbital energy (spin up / spin down)**: -9.67 / -8.81 eV
**Kohn-Sham gap (spin up / spin down)**: 9.59 / 7.47 eV

---

Entry 4:
This record from OMol25 describes a cluster of 2 separate species, C2H8N2OSi in total. The level of theory is ωB97M-V/def2-TZVPD.

Cartesian coordinates (Å):
C 3.03020 0.48857 -0.10083
C 2.14601 -0.40083 0.25096
N -1.68754 -0.50833 -1.44156
N -1.82935 -0.59796 1.33421
O -1.15318 1.74310 0.04409
Si -1.01521 0.13442 0.00628
H 4.10458 0.30165 -0.05781
H 2.75355 1.47152 -0.45225
H 2.32765 -1.39954 0.60814
H -1.75793 -1.50631 -1.54630
H -1.39343 -0.08858 -2.30825
H -1.68871 -0.17326 2.23755
H -1.81039 -1.60038 1.41636
H -2.02626 2.13592 0.00941

Summary:
**Highest occupied orbital energy (spin up / spin down)**: -7.70 / -6.97 eV
**Kohn-Sham gap (spin up / spin down)**: 7.74 / 7.15 eV

---

Entry 5:
This record from OMol25 describes a cluster of 2 separate species, C2H8N2S in total. The level of theory is ωB97M-V/def2-TZVPD.

Cartesian coordinates (Å):
C -0.80923 1.41907 0.01810
C -1.74541 0.98455 -1.02543
N 2.50559 -1.31916 0.99953
N -0.10720 -1.14011 -0.18155
S -1.32901 -0.36741 0.36196
H -1.24491 2.10333 0.79655
H 0.20052 1.69946 -0.35368
H -1.37468 0.65435 -2.05223
H -2.74033 1.24916 -1.21754
H 2.36888 -0.34265 0.63979
H 1.72061 -1.89086 0.71656
H 2.61211 -1.11900 2.02866
H -0.05695 -1.93073 -0.73072

Summary:
**Highest occupied orbital energy**: -8.23 eV
**Kohn-Sham gap**: 9.01 eV

---

Entry 6:
This record from OMol25 describes a cluster of 2 separate species, C2H8N2S in total. The level of theory is ωB97M-V/def2-TZVPD.

Cartesian coordinates (Å):
C -0.62821 -1.77428 1.08849
N 0.07782 -0.90445 0.12568
C 0.97219 0.10557 0.53605
N 1.30152 1.17870 -0.11295
H -0.92585 -2.69054 0.56158
H 0.13770 -2.09944 1.80432
H -1.49164 -1.38780 1.62617
H -0.52454 -0.64442 -0.67149
H 1.45242 -0.13596 1.50524
H 1.88235 1.76892 0.45366
S -1.34554 2.14121 -2.15891
H -0.64518 2.88844 -3.03007
H -0.26304 1.55404 -1.72779

Summary:
**2S+1**: 2
**Net charge**: +1
**Highest occupied orbital energy (spin up / spin down)**: -13.82 / -13.10 eV
**Kohn-Sham gap (spin up / spin down)**: 9.84 / 4.05 eV

---

Entry 7:
This record from OMol25 describes a cluster of 2 separate species, C2H8N2S2 in total. The level of theory is ωB97M-V/def2-TZVPD.

Cartesian coordinates (Å):
C -1.11696 1.73697 1.16478
S -1.17343 1.04594 -0.53473
S -1.71441 -1.03259 -0.24496
H -0.31442 1.17404 1.76008
H -2.06502 1.66578 1.79858
H -0.77985 2.85603 1.18809
H -0.64206 -1.56811 0.28895
N 2.03291 -0.83489 -1.03175
C 2.58289 -0.98980 0.19836
N 2.42463 -0.17624 1.23368
H 1.57472 0.05472 -1.27163
H 2.59378 -1.05992 -1.80044
H 3.59449 -1.54857 0.16808
H 2.24553 0.80736 0.75108

Summary:
**2S+1**: 2
**Net charge**: -1
**Highest occupied orbital energy (spin up / spin down)**: 0.87 / -4.57 eV
**Kohn-Sham gap (spin up / spin down)**: 2.17 / 7.79 eV

---

Entry 8:
This record from OMol25 describes a cluster of 2 separate species, C2H8N2S2 in total. The level of theory is ωB97M-V/def2-TZVPD.

Cartesian coordinates (Å):
H 2.88055 2.05428 2.36088
N 1.95607 1.65069 2.31940
C 1.12345 1.97676 1.44279
N -0.16697 1.54294 1.47806
H 1.42600 2.55830 0.56868
H -0.59656 1.11294 2.28617
H -0.60311 1.41281 0.58441
C -1.29354 -1.99478 -0.63368
S -1.52668 -1.66467 -2.43486
S 0.09765 -1.77875 -3.54505
H -0.33355 -2.47636 -0.42458
H -2.02351 -2.78953 -0.45337
H -1.54370 -1.06647 -0.14087
H 0.60388 -0.53817 -3.40800

Summary:
**Highest occupied orbital energy**: -9.14 eV
**Kohn-Sham gap**: 9.70 eV

---

Largest force on an atom (eV/Å)
4.494; 0.852; 5.537; 2.418; 2.792; 3.222; 3.014; 1.976
Energy relative to the best compared isomer or geometry (same formula, charge and spin) (kcal per mole)
0.0; 132.1; 142.3; 67.6; 71.7; 51.3; 58.8; 17.1